(1)
Here is an isolated molecule of CH2N4O2 from the OMol25 dataset. Energies are from wB97M-V/def2-TZVPD.

Calculated values
SMILES = N#CN(N)[N+](=O)[O-]
Kohn-Sham gap = 10.350 eV
LUMO = 0.0025 Ha

```
! wB97M-V def2-TZVPD RIJCOSX def2/J DEFGRID3
* xyz 0 1
C 1.78087 -1.66352 -0.31012
N 2.71291 -2.24704 -0.63707
N 0.09521 0.01810 -0.30195
N 0.69140 -1.09232 0.14414
N 0.46165 -1.51466 1.78113
O 1.05490 -2.45620 2.14591
O -0.31237 -0.75955 2.26495
H 0.41671 0.89500 0.10210
H -0.91499 -0.06605 -0.33255
*
```

Results of the Mulliken charge analysis, in e, for atoms 1 through 6: 0.428 -0.404 -0.523 -0.039 1.016 -0.482



(2)
Here is an isolated molecule of CH2N4O2 from the OMol25 dataset. Energies are from wB97M-V/def2-TZVPD.

Calculated values
SMILES = O/N=c1/[nH]nno1
Kohn-Sham gap = 9.528 eV
LUMO = 0.0070 Ha

```
! wB97M-V def2-TZVPD RIJCOSX def2/J DEFGRID3
* xyz 0 1
C 0.27018 0.24194 -0.05744
H 2.18893 -1.16957 0.12004
H -0.79248 2.06676 0.34517
N 1.44783 0.65110 0.14605
N -0.79036 1.07675 -0.20590
N -1.96231 0.35237 0.08358
N -1.65241 -0.90942 0.07856
O 2.48765 -0.24586 -0.03122
O -0.27724 -1.07220 -0.07336
*
```

Results of the Mulliken charge analysis, in e, for atoms 1 through 6: 0.490 0.322 0.362 -0.369 -0.064 -0.247



Most stable: (2). Least stable: (1).



(1)
Here is a cluster of 2 separate species, C5H10N3 in total from the OMol25 dataset. Energies are from wB97M-V/def2-TZVPD.

Calculated values
Kohn-Sham gap = 8.117 eV
LUMO = -0.1912 Ha

```
! wB97M-V def2-TZVPD RIJCOSX def2/J DEFGRID3
* xyz 1 1
C 0.36855 -2.12258 -1.47946
C 1.28319 -1.07955 -1.51260
C -0.54244 -1.83694 -0.52314
C -1.16060 1.78755 0.91169
C -1.12924 0.55354 1.64845
N 0.83721 -0.22737 -0.50166
N -0.20788 -0.69356 0.07336
N 1.38258 1.02136 -0.19054
H 0.31884 -2.90988 -2.27585
H 2.13516 -0.88923 -2.04799
H -1.32220 -2.61036 -0.14835
H -1.57647 1.76082 -0.12431
H -0.15750 2.34682 0.90056
H -2.05793 2.44509 1.37697
H -1.91778 -0.20600 1.79599
H -0.13782 0.40358 2.09080
H 1.70013 1.09912 0.80193
H 2.18422 1.15761 -0.79584
*
```

Results of the Mulliken charge analysis, in e, for atoms 1 through 6: -0.711 -0.015 -0.180 -0.688 -0.109 0.700



(2)
Here is the ion C5H10N3 with charge +1 from the OMol25 dataset. Energies are from wB97M-V/def2-TZVPD.

Calculated values
Kohn-Sham gap (alpha / beta) = 6.313 / 8.111 eV
LUMO (alpha / beta) = -0.2662 / -0.2136 Ha

```
! wB97M-V def2-TZVPD RIJCOSX def2/J DEFGRID3
* xyz 1 1
C 2.15787 -0.96053 0.28286
C 3.07389 -1.60907 -0.22204
C 0.07560 0.14575 -0.12943
C -1.83869 -1.35333 -0.27158
C -1.34917 0.03723 0.22422
N 0.90292 -0.79715 0.52107
N 0.43855 1.52594 0.32124
N 1.56132 2.03389 -0.33832
H 0.22159 0.16202 -1.18791
H -2.74405 -1.68021 0.21745
H -1.11453 -2.23619 -0.30669
H -2.04394 -1.46634 -1.34115
H -1.45720 0.27130 1.32821
H -1.98882 0.73048 -0.49266
H 0.37301 -1.29484 1.23335
H 0.48287 1.56067 1.38164
H 1.86568 2.94089 0.07855
H 1.38311 1.98950 -1.29882
*
```

Results of the Mulliken charge analysis, in e, for atoms 1 through 6: 0.212 -0.315 -0.497 -1.168 -0.463 -0.150



(3)
Here is the ion C5H10N3 with charge +1 from the OMol25 dataset. Energies are from wB97M-V/def2-TZVPD.

Calculated values
SMILES = [NH3+]CCc1c[nH]cn1
Kohn-Sham gap = 9.023 eV
LUMO = -0.1215 Ha

```
! wB97M-V def2-TZVPD RIJCOSX def2/J DEFGRID3
* xyz 1 1
C 0.94618 0.46208 -1.58631
C 1.09001 -0.30038 -0.26393
C -0.16651 -0.65298 0.37876
C -0.44694 -1.80587 1.06014
N -1.50736 -1.54079 1.88769
C -1.89133 -0.19769 1.66454
N -1.17863 0.32431 0.69862
N 0.64681 1.96982 -1.17931
H 0.16131 0.00392 -2.24851
H 1.86702 0.50375 -2.21531
H 1.69837 -1.11995 -0.53291
H 1.72235 0.34339 0.37900
H -0.18939 -2.82168 0.85037
H -1.94351 -2.23075 2.46008
H -2.60231 0.42941 2.11999
H -0.24185 1.95126 -1.67904
H 0.64346 2.16986 -0.11290
H 1.39231 2.51228 -1.68098
*
```

Results of the Mulliken charge analysis, in e, for atoms 1 through 6: -0.695 -0.701 0.527 -0.538 -0.076 -0.286



(4)
Here is a cluster of 2 separate species, C5H10N3 in total from the OMol25 dataset. Energies are from wB97M-V/def2-TZVPD.

Calculated values
Kohn-Sham gap = 9.794 eV
LUMO = -0.1177 Ha

```
! wB97M-V def2-TZVPD RIJCOSX def2/J DEFGRID3
* xyz 1 1
C -1.48923 -2.60233 -1.38850
C 0.90008 -1.63907 1.36426
C 0.58377 1.77330 0.23343
C 0.36566 0.48322 0.18644
C -0.46438 2.72762 -0.37688
N -1.55497 -2.76623 -2.52324
N 1.11065 -0.38652 0.99239
N -0.07413 -2.48557 1.04056
H 1.67214 -1.85126 2.03959
H 1.44150 2.01909 0.92691
H -0.48406 0.04128 -0.29033
H -1.41080 2.28730 -0.62887
H 0.04166 3.43121 -1.10028
H -0.78596 3.36348 0.40536
H -1.73452 -2.75778 -3.51262
H 1.92623 0.02467 1.36386
H -0.25368 -3.42789 1.48486
H -0.80746 -2.37908 0.21340
*
```

Results of the Mulliken charge analysis, in e, for atoms 1 through 6: -0.410 0.218 -0.154 -0.040 -1.065 0.059



Most stable: (3). Least stable: (2).



(1)
Here is the ion C5H10N3 with charge +1 from the OMol25 dataset. Energies are from wB97M-V/def2-TZVPD.

Calculated values
SMILES = C=C=C/[NH+]=N/CCN
Kohn-Sham gap = 8.608 eV
LUMO = -0.2009 Ha

```
! wB97M-V def2-TZVPD RIJCOSX def2/J DEFGRID3
* xyz 1 1
C 0.57344 -0.70337 1.65683
C 1.75933 -0.39057 2.21233
C 2.85126 -0.05473 2.73853
C -0.07641 0.68514 -1.75801
C -1.55623 0.82870 -1.39522
N 0.05398 -0.42457 0.36656
N 0.64410 0.19850 -0.58993
N -2.05387 -0.51853 -1.22394
H -0.15898 -1.38547 2.19628
H 3.18394 0.67294 3.50753
H 3.62671 -0.86415 2.42757
H 0.14409 -0.04285 -2.46932
H 0.39623 1.57938 -1.88832
H -1.57913 1.34043 -0.48722
H -2.13870 1.45772 -2.04634
H -0.94018 -0.69643 0.19221
H -1.69338 -1.12278 -2.05092
H -3.03619 -0.55937 -1.38865
*
```

Results of the Mulliken charge analysis, in e, for atoms 1 through 6: -0.267 0.291 -0.512 -0.413 -0.755 0.556



(2)
Here is the ion C5H10N3 with charge +1 from the OMol25 dataset. Energies are from wB97M-V/def2-TZVPD.

Calculated values
SMILES = Cn1cc[nH+]c1CN
Kohn-Sham gap = 10.417 eV
LUMO = -0.1213 Ha

```
! wB97M-V def2-TZVPD RIJCOSX def2/J DEFGRID3
* xyz 1 1
C 2.08970 -0.83667 -0.03052
C 1.43636 -2.02453 -0.35337
C -0.06553 -0.41526 0.02723
C -1.44180 0.23242 -0.20537
C 1.30223 1.55935 0.24672
N 1.12760 0.16324 0.09860
N 0.12169 -1.70496 -0.33044
N -2.36681 -0.61627 0.63490
H 3.14384 -0.85405 0.07717
H 1.84293 -2.89628 -0.75903
H -1.33660 1.26996 0.20342
H -1.72529 0.19914 -1.27585
H 0.43845 2.09821 0.62328
H 2.14967 1.65989 0.98995
H 1.72708 1.98813 -0.60997
H -3.29827 -0.40831 0.32116
H -2.27535 -0.43713 1.61962
H -0.53233 -2.39502 -0.66549
*
```

Results of the Mulliken charge analysis, in e, for atoms 1 through 6: -0.398 -0.310 0.170 -0.282 -0.907 0.137



Most stable: (2). Least stable: (1).



(1)
Here is a structure of composition C5H10N3 from the OMol25 dataset. Energies are from wB97M-V/def2-TZVPD.

Calculated values
Kohn-Sham gap (alpha / beta) = 7.628 / 7.623 eV
LUMO (alpha / beta) = -0.2090 / -0.2091 Ha

```
! wB97M-V def2-TZVPD RIJCOSX def2/J DEFGRID3
* xyz 1 1
C 1.02577 -1.99609 0.08906
C 0.28286 -0.50450 1.51501
C -0.10623 -0.04088 2.69837
C -0.28067 -1.17339 -1.84622
C -1.17341 0.73801 -0.11420
N 1.04921 -1.62480 1.28178
N 0.20139 -1.09887 -0.63547
N -0.14794 -0.15238 0.23221
H 1.72799 -2.71887 -0.21305
H -0.94498 0.54127 2.82659
H 0.21934 -0.60097 3.60382
H 2.59750 0.51320 0.38652
H -0.06376 -1.88838 -2.61751
H -1.10587 -0.60539 -2.17722
H -2.15879 0.34398 -0.06970
H -1.33966 1.55736 0.71493
H -0.86593 1.32628 -0.94135
H 1.83778 0.61479 0.14825
*
```

Results of the Mulliken charge analysis, in e, for atoms 1 through 6: -0.181 0.756 -0.986 -0.151 -1.329 -0.313



(2)
Here is a cluster of 2 separate species, C5H10N3 in total from the OMol25 dataset. Energies are from wB97M-V/def2-TZVPD.

Calculated values
Kohn-Sham gap = 5.237 eV
LUMO = -0.2986 Ha

```
! wB97M-V def2-TZVPD RIJCOSX def2/J DEFGRID3
* xyz 1 1
C -2.43487 -0.29838 -0.13422
C -1.45249 0.93074 -0.14966
C -0.09962 0.66975 -0.66674
C 0.67244 -0.52126 -0.67728
N 1.58819 -0.33878 -1.67202
C 1.57914 1.00304 -1.97482
N 0.53016 1.59718 -1.48002
N -1.66593 -1.40805 0.21065
H -2.82039 -0.31326 -1.16801
H -3.25350 -0.06526 0.55485
H -1.41646 1.43305 0.81590
H -1.88887 1.57151 -0.92642
H 4.28041 -0.43282 6.05093
H 2.25446 -0.97004 -2.08986
H 1.92570 1.42033 -2.91101
H 3.76384 -0.73041 5.62695
H 0.66470 -1.42227 -0.10185
H -2.22691 -2.12508 0.69265
*
```

Results of the Mulliken charge analysis, in e, for atoms 1 through 6: -0.433 -0.458 0.417 -0.297 -0.013 -0.169



Most stable: (1). Least stable: (2).